[1]
Below is a structure of composition C28H36AlP2Si at a distorted geometry, with properties calculated with ωB97M-V with the def2-TZVPD basis set.

E_tot: -62662.1097 eV
HOMO level (alpha / beta): -8.865 / -7.977 eV
Energy above the lowest of the compared OMol25 structures with the same formula, charge and spin: 77.9 kcal/mol
LUMO level (alpha / beta): -2.73 / -2.76 eV

ORCA input file:
```
! wB97M-V def2-TZVPD RIJCOSX def2/J DEFGRID3
* xyz 1 1
C 0.3997 2.9553 2.5538
C 1.0042 2.8114 1.2528
C -0.0477 2.5801 0.2683
H 2.0388 3.0892 1.0053
C -1.3081 2.3623 1.0551
C -0.9776 2.7259 2.4288
H -1.7429 2.9075 3.1882
H 0.8807 3.4332 3.4234
H 0.0077 2.7044 -0.8195
H -2.2953 2.2547 0.5911
Al -0.0328 0.8396 1.2337
C -0.9634 -1.5561 -1.0045
H -1.5506 -0.6055 -1.0190
H -1.3510 -2.1826 -0.1813
H 0.0180 -1.1770 -0.6738
Si 0.1721 0.5632 -2.7386
C 1.3282 -0.3423 -3.9864
C 2.3636 0.5278 -4.3588
H 2.3524 1.5287 -3.9443
C 3.3582 0.1685 -5.2750
H 4.1041 0.9421 -5.5802
C 3.3683 -1.1137 -5.8047
H 4.1464 -1.3811 -6.5077
C 2.3909 -2.0497 -5.4243
H 2.4081 -3.0410 -5.8882
C 1.3860 -1.6603 -4.5305
H 0.6289 -2.3928 -4.2610
C -1.3448 0.8934 -3.9002
C -1.2078 1.0349 -5.3086
H -0.2815 0.7022 -5.7981
C -2.2109 1.6621 -6.0677
H -2.0301 1.8752 -7.1327
C -3.4221 2.0269 -5.4613
H -4.1734 2.5704 -6.0379
C -3.6553 1.7170 -4.1231
H -4.6101 1.9730 -3.6522
C -2.6581 1.0807 -3.3580
H -2.8527 0.7573 -2.3182
H 0.8362 1.6949 -2.0407
H -1.1260 -2.3253 -1.7920
C 2.1307 -2.0071 1.4664
P 1.5419 -0.4563 2.1772
C 3.0017 0.5271 2.5607
C 1.0216 -1.0130 3.8845
C 1.9606 -1.4661 4.8311
C 1.5219 -1.9282 6.0924
C 0.1446 -1.9615 6.3788
C -0.8121 -1.5143 5.4365
C -0.3649 -1.0595 4.1782
P -1.5100 -0.4824 2.8134
C -2.7032 0.4261 3.8346
C -2.4239 -2.0336 2.5143
H 2.3750 -1.8348 0.4131
H 1.3542 -2.7809 1.5462
H 3.0208 -2.3246 2.0215
H 2.7853 1.2623 3.3393
H 3.8070 -0.1436 2.8871
H 3.3078 1.0508 1.6485
H 3.0313 -1.4422 4.5967
H 2.2653 -2.2744 6.8346
H -0.1987 -2.3236 7.3597
H -1.8888 -1.5587 5.6838
H -2.1832 1.0871 4.5356
H -3.3400 1.0319 3.1912
H -3.3290 -0.2786 4.4009
H -2.5099 -2.2218 1.4430
H -3.4366 -1.9507 2.9357
H -1.9194 -2.8842 2.9829
*
```

***

[2]
Below is an isolated molecule of C4H9ISi at a distorted geometry, with properties calculated with ωB97M-V with the def2-TZVPD basis set.

E_tot: -20271.2622 eV
HOMO level: -9.113 eV
Energy above the lowest of the compared OMol25 structures with the same formula, charge and spin: 25.8 kcal/mol
LUMO level: 0.57 eV

ORCA input file:
```
! wB97M-V def2-TZVPD RIJCOSX def2/J DEFGRID3
* xyz 0 1
C 1.5107 1.6478 0.5182
C 0.2786 1.7225 0.0714
Si -0.8695 -0.2960 -0.0863
C -0.1913 -1.1642 1.4522
C -0.3573 -0.9778 -1.7769
I -3.3570 0.1628 -0.0003
H 1.9249 2.6689 0.5396
H 2.2177 0.8773 0.7032
H -0.1199 2.6543 0.0502
H 0.1284 -2.2196 1.2499
H 0.6978 -0.5166 1.6518
H -0.8501 -1.0583 2.1906
H 0.1541 -0.2640 -2.4326
H 0.1898 -1.9938 -1.8360
H -1.3571 -1.2432 -2.2950
*
```

***

[3]
Below is a structure of composition C16H30CeN2OP2Se at a distorted geometry, with properties calculated with ωB97M-V with the def2-TZVPD basis set.

E_tot: -118956.7609 eV
HOMO level: -6.815 eV
LUMO level: 0.10 eV

ORCA input file:
```
! wB97M-V def2-TZVPD RIJCOSX def2/J DEFGRID3
* xyz 0 1
Ce 0.0908 0.0283 0.1632
P -1.2080 2.3948 0.1756
P 1.2344 -2.4109 0.2010
N -1.0799 -0.5642 -1.3675
H 1.6668 2.4045 2.4476
C -0.2684 3.6627 -0.6602
H -0.8667 4.5699 -0.5924
H -0.1009 3.3928 -1.7070
H 0.7033 3.8076 -0.1785
C -1.5151 2.9475 1.8442
H -1.8973 3.9618 1.7454
H -0.6030 2.9334 2.4500
H -2.2551 2.3009 2.3248
C -2.7719 2.2047 -0.6701
H -3.3012 3.1440 -0.5094
H -3.3468 1.3644 -0.2666
H -2.6123 2.0259 -1.7373
C 2.8058 -2.4275 -0.6416
H 3.1558 -3.4571 -0.5954
H 3.5144 -1.7578 -0.1465
H 2.6908 -2.1073 -1.6809
C 1.5021 -2.9565 1.8800
H 2.0342 -3.9015 1.7978
H 0.5498 -3.0901 2.4013
H 2.0929 -2.2304 2.4464
C 0.1390 -3.5635 -0.6175
H 0.5983 -4.5428 -0.4815
H 0.0495 -3.3186 -1.6798
H -0.8638 -3.5421 -0.1775
C -1.8718 -0.8839 -2.4156
C -2.2486 -0.8536 -4.7200
C -1.4190 -0.5002 -3.6887
C -3.0593 -1.5630 -2.0952
C -3.8416 -1.8852 -3.1724
C -3.4432 -1.5363 -4.4664
H -1.9448 -0.5874 -5.7103
H -0.4696 0.0302 -3.7767
H -3.2727 -1.7848 -1.0485
H -4.7543 -2.4065 -2.9752
H -4.0834 -1.8042 -5.3027
C 2.3519 1.5943 2.1521
O 1.6844 0.9001 1.1176
C 3.4860 2.0314 1.2603
H 4.3702 1.9909 1.8581
H 3.2739 3.0351 0.9162
H 3.5966 1.3748 0.3834
C 2.7597 0.7484 3.3277
H 3.6417 0.1624 3.1041
H 2.0881 -0.0507 3.5622
H 2.8304 1.3901 4.2025
Se 0.2549 -0.2405 5.3184
C 0.1060 -0.1673 3.5799
N -0.1730 -0.2671 2.4213
*
```